# 1
The following is a DFT calculation (the ωB97M-V functional and the def2-TZVPD basis) of 2 unconnected molecules or ions with the total composition C4H12N2Si.

Element x y z (Å)
H: 3.32724 0.60201 0.99120
H: 1.66895 0.74724 1.65289
H: 0.36219 -2.40356 0.55316
H: -1.45320 0.96399 2.03109
H: 1.90876 0.44514 -1.10000
C: -2.01447 1.50908 -0.96394
H: 1.99628 -0.74057 0.83293
C: -0.48246 -1.25642 -0.98202
Si: -1.01802 0.23039 -0.12234
H: -1.72932 2.51264 -0.65835
C: 0.09580 -2.32360 -0.46237
H: -3.14744 1.54675 -0.74710
H: -1.90533 1.49223 -2.07419
H: -0.49316 -1.30764 -2.16655
C: 2.26530 0.34655 0.80921
N: 1.75850 1.03448 -0.30599
H: -0.41097 -0.31311 2.05282
H: 0.49239 -3.14371 -1.00149
N: -1.22102 0.05808 1.66106

Calculated values
2S+1   1
HOMO level (alpha / beta)   -6.90 / -6.90 eV
ΔE to the lowest compared entry with this formula, charge and spin   3.726 eV
Frontier orbital gap (alpha / beta)   7.0 / 7.0 eV
Max |F|   4.10 eV Å⁻¹



# 2
The following is a DFT calculation (the ωB97M-V functional and the def2-TZVPD basis) of a gas-phase ion, C4H12N3 (charge +1).

Element x y z (Å)
H: -0.32854 -0.25170 1.23081
H: 0.68113 -2.41588 -0.44438
N: 1.94701 0.29633 0.72469
H: -0.71063 -1.21632 -1.74369
N: -0.77359 0.62634 1.50017
H: -1.31713 0.62738 2.35761
H: 2.96172 0.34969 0.64742
C: -0.65030 0.70757 -1.00322
H: 0.06066 1.22808 1.56571
H: 0.05514 1.53803 -1.10785
C: -1.54912 0.83495 0.20622
H: -1.30024 1.00996 -1.83290
C: 0.10761 -0.58314 -1.37377
H: 0.67803 -0.42985 -2.28980
H: 2.19587 -1.81208 0.91511
H: -2.09508 1.77288 0.15595
C: 1.62859 -0.93452 0.55863
N: 0.73146 -1.41544 -0.35041
H: -2.32258 0.06769 0.28372

Calculated values
2S+1   1
HOMO level   -12.86 eV
ΔE to the lowest compared entry with this formula, charge and spin   2.413 eV
Structure (SMILES)   [H]/N=C/NCCC[NH3+]
Frontier orbital gap   9.8 eV
Max |F|   2.97 eV Å⁻¹
Total charge   +1



# 3
The following is a DFT calculation (the ωB97M-V functional and the def2-TZVPD basis) of 2 unconnected molecules or ions with the total composition C4H12N3.

Element x y z (Å)
H: 1.97797 -1.41107 -0.20173
H: 0.41418 2.17257 -0.23698
H: 1.88666 0.29187 0.06472
N: 1.87961 -0.91597 2.51101
N: -1.13178 -0.05002 -1.04146
N: 1.39829 -0.66526 0.08855
H: -2.66751 -0.20937 -2.43509
C: -0.65692 2.27337 -0.46587
H: 2.74927 -1.43169 2.25516
C: -1.75155 -0.67076 -2.01395
H: -1.05549 3.24043 -0.22820
H: 2.16738 0.02957 2.67977
C: 0.89590 -0.98196 1.47884
H: -1.47425 -1.65836 -2.39495
C: -1.45875 1.29574 -0.94004
H: -2.46161 1.68045 -1.21701
H: 0.58545 -2.04149 1.37978
H: 0.06936 -0.28470 1.68381
H: 0.61374 -0.45774 -0.60981

Calculated values
2S+1   1
HOMO level   -13.24 eV
ΔE to the lowest compared entry with this formula, charge and spin   2.956 eV
Frontier orbital gap   9.7 eV
Max |F|   3.61 eV Å⁻¹
Total charge   +1



# 4
The following is a DFT calculation (the ωB97M-V functional and the def2-TZVPD basis) of a gas-phase ion, C4H12N3 (charge +1).

Element x y z (Å)
H: -2.30010 -3.36035 -1.12448
H: 3.14943 0.38237 0.13906
C: -0.07838 1.54176 -0.12255
H: -2.94435 -1.92674 -0.36398
C: -0.94466 0.40811 0.50568
N: -0.26040 -0.86162 -0.25308
H: 2.17592 -0.00501 1.38012
H: 2.02429 2.53652 -0.22960
H: -0.23858 -2.41635 -1.44979
H: 0.74998 -0.62126 -0.25021
N: 2.11038 0.31238 0.42957
H: -0.47737 2.48864 0.24641
H: 1.44967 1.93155 1.46702
H: -0.00847 1.40574 -1.15880
C: 1.54118 1.68179 0.41177
N: -2.11108 -2.38259 -0.78124
C: -0.86760 -1.91257 -0.74696
H: -2.08931 0.49810 0.28592
H: -0.88057 0.29950 1.61515

Calculated values
2S+1   1
HOMO level   -13.55 eV
ΔE to the lowest compared entry with this formula, charge and spin   2.237 eV
Structure (SMILES)   N/C=[NH+]\CCCN
Frontier orbital gap   10.7 eV
Max |F|   4.62 eV Å⁻¹
Total charge   +1



# 5
The following is a DFT calculation (the ωB97M-V functional and the def2-TZVPD basis) of a gas-phase ion, C4H12N3 (charge +1).

Element x y z (Å)
H: 2.66107 -1.23199 -0.99729
C: -0.00687 -0.31813 -0.47316
H: 0.12937 -0.25714 -1.56774
H: -1.18729 1.41413 0.19108
C: -2.38834 -0.22688 -0.11674
N: -1.24486 0.36167 -0.03876
C: 2.40995 -0.89961 0.13657
N: -3.61229 0.24992 0.16478
H: -3.65597 1.24257 0.45632
C: 1.25031 0.13474 0.25716
H: -0.17239 -1.28105 -0.17349
H: 2.35364 1.93798 0.71138
H: 2.04236 -1.87285 0.59467
H: -4.28335 -0.50059 0.29889
H: -2.46574 -1.28374 -0.52929
H: 3.19466 -0.69601 0.84207
H: 0.90379 0.10789 1.32635
N: 1.74318 1.54934 -0.06032
H: 2.32875 1.56975 -1.02250

Calculated values
2S+1   1
HOMO level   -12.86 eV
ΔE to the lowest compared entry with this formula, charge and spin   2.006 eV
Structure (SMILES)   C[C@@H](N)CNC=[NH2+]
Frontier orbital gap   9.4 eV
Max |F|   3.65 eV Å⁻¹
Total charge   +1



# 6
The following is a DFT calculation (the ωB97M-V functional and the def2-TZVPD basis) of a gas-phase ion, C4H12N3 (charge +1).

Element x y z (Å)
C: 0.50904 -0.35147 -2.61998
H: -0.34381 -1.41573 2.48777
H: 0.18617 1.42419 -1.49730
H: 1.54011 -0.07656 -2.97089
H: -1.22398 0.86823 2.08773
H: 1.27580 -1.53421 1.92765
C: 0.44676 -0.83450 2.14184
N: -0.76348 1.08057 1.21442
C: 0.40671 0.24083 1.00622
H: -0.05433 0.04554 -3.50307
C: 0.05876 0.34885 -1.39362
H: -1.58611 -1.00692 -1.62348
H: -1.69914 0.16041 -0.16373
H: 0.74127 -0.32913 3.04956
N: -1.26112 -0.18111 -1.03837
H: 0.39102 -1.38329 -2.36672
N: 0.20274 -0.47241 -0.22706
H: -0.57652 2.01493 1.28386
H: 1.32713 0.79661 0.85463

Calculated values
2S+1   1
HOMO level   -14.94 eV
ΔE to the lowest compared entry with this formula, charge and spin   4.325 eV
Structure (SMILES)   C[C@H](N)N1[NH2+][C@@H]1C
Frontier orbital gap   10.6 eV
Max |F|   4.08 eV Å⁻¹
Total charge   +1



# 7
The following is a DFT calculation (the ωB97M-V functional and the def2-TZVPD basis) of 2 unconnected molecules or ions with the total composition C4H12N3.

Element x y z (Å)
N: -1.39190 -1.28445 -1.62872
H: 1.84287 2.33186 -1.92176
H: 2.72399 2.04158 -0.45895
H: -0.81824 -0.95429 2.82373
C: -0.78581 -1.09055 0.73252
H: -0.16000 -2.52923 2.12384
C: 0.70288 2.20021 -0.27782
H: 1.33183 1.77572 1.61495
C: -0.57298 -1.54446 1.95223
H: -0.20275 2.36130 -0.85379
H: 0.46492 -1.96011 -0.77689
H: -0.36173 1.84683 1.35676
N: 1.84030 2.19963 -0.92233
N: 0.56621 2.05460 1.01589
H: -0.84177 -0.57298 -2.10189
H: -1.25005 -0.11682 0.59653
H: -0.96229 -2.89449 -0.37861
C: -0.60534 -1.88101 -0.54015
H: -1.52015 -1.98336 -2.35552

Calculated values
2S+1   1
HOMO level   -12.56 eV
ΔE to the lowest compared entry with this formula, charge and spin   1.977 eV
Frontier orbital gap   8.7 eV
Max |F|   0.51 eV Å⁻¹
Total charge   +1



# 8
The following is a DFT calculation (the ωB97M-V functional and the def2-TZVPD basis) of a gas-phase ion, C4H12N3 (charge +1).

Element x y z (Å)
H: 1.62870 -0.58099 -1.00332
N: 0.37514 -0.72234 1.55716
H: -0.78102 -0.42880 -3.33263
N: -0.52798 -1.25179 -2.80500
C: 0.65552 -0.09360 -0.89573
H: -1.36408 1.85056 2.35662
H: 0.35344 -1.56779 -3.18001
H: -0.56588 -0.71661 1.96978
C: 0.42881 0.35764 0.50393
H: 0.66432 0.78864 -1.53367
H: 1.01335 -0.48601 2.31723
H: -1.43378 -0.66474 -1.04501
H: -0.37400 -2.01805 -0.88103
C: 0.04970 1.54946 0.94661
H: 0.06339 2.40323 0.27705
H: 0.05455 2.54911 2.67946
C: -0.46784 -1.04995 -1.38637
N: -0.36683 1.71469 2.29757
H: 0.59448 -1.63266 1.15734

Calculated values
2S+1   1
HOMO level   -12.80 eV
ΔE to the lowest compared entry with this formula, charge and spin   1.908 eV
Structure (SMILES)   N/C=C(\[NH3+])CCN
Frontier orbital gap   9.4 eV
Max |F|   0.63 eV Å⁻¹
Total charge   +1



Look up the 2S+1 of the fifth one.
1



Which of these has the highest max |F|?
number 4



Among the records above, which one has the highest ΔE to the lowest compared entry with this formula, charge and spin?
number 6